ORCA calculation (the ωB97M-V functional and the def2-TZVPD basis) on 3 unconnected molecules or ions with the total composition C25H31F2N2O4.

Structure (ORCA input):
```
! wB97M-V def2-TZVPD RIJCOSX def2/J DEFGRID3
* xyz 1 1
C 1.292 -4.410 0.608
C 1.073 -3.621 -0.642
O 0.004 -3.237 -1.025
O 2.221 -3.328 -1.345
C 2.769 -2.058 -0.975
C 2.570 -1.048 -2.111
C 1.721 0.183 -1.719
C 2.116 0.767 -0.418
N 3.270 1.392 -0.169
C 3.347 1.737 1.160
C 2.205 1.316 1.720
N 1.443 0.731 0.728
C 0.123 0.122 0.968
C -1.006 0.627 0.069
C -2.035 -0.483 -0.190
C -3.459 0.021 -0.405
O -3.822 -0.096 -1.794
C -4.934 -0.827 -2.055
O -6.029 -0.548 -1.669
H 1.817 -3.793 1.340
H 0.324 -4.672 1.023
H 1.889 -5.297 0.420
H 3.825 -2.189 -0.753
H 2.280 -1.725 -0.055
H 3.538 -0.727 -2.493
H 2.041 -1.533 -2.925
H 1.860 0.954 -2.475
H 0.681 -0.116 -1.724
H 3.989 1.565 -0.852
H 4.185 2.229 1.616
H 1.847 1.385 2.731
H 0.228 -0.962 0.916
H -0.128 0.360 1.999
H -1.510 1.456 0.565
H -0.626 1.022 -0.870
H -1.732 -1.095 -1.036
H -2.043 -1.130 0.690
H -3.580 1.058 -0.097
H -4.153 -0.575 0.184
H -4.750 -1.705 -2.685
F -0.210 -2.326 4.974
C -0.053 -1.124 5.565
C -0.737 -0.849 6.730
C -0.561 0.394 7.321
C 0.279 1.338 6.746
C 0.953 1.036 5.572
C 0.791 -0.206 4.974
H -1.390 -1.595 7.160
H -1.085 0.626 8.238
H 0.410 2.304 7.214
H 1.611 1.773 5.126
H 1.312 -0.479 4.064
F 0.104 0.063 -4.161
C -0.542 1.183 -4.584
C 0.142 2.381 -4.602
C -0.529 3.518 -5.032
C -1.857 3.439 -5.425
C -2.518 2.218 -5.395
C -1.859 1.073 -4.974
H 1.179 2.422 -4.297
H -0.009 4.466 -5.063
H -2.375 4.327 -5.759
H -3.553 2.155 -5.700
H -2.352 0.111 -4.946
*
```

Values from the calculation:
- E_tot (eV) = -43026.624
- HOMO energy (eV) = -11.57

Mulliken population analysis, charges in e, atoms 1 to 4: atom 1 (C): -0.98, atom 2 (C): 0.70, atom 3 (O): -0.49, atom 4 (O): -0.42

ORCA calculation (the ωB97M-V functional and the def2-TZVPD basis) on C3H6N2O in the gas phase.

Structure (ORCA input):
```
! wB97M-V def2-TZVPD RIJCOSX def2/J DEFGRID3
* xyz 0 1
N 1.785 -0.418 0.745
C 0.718 -0.247 -0.198
C -1.637 -1.008 -1.078
O -1.467 0.276 -0.782
C -0.495 0.539 0.221
N -0.636 1.277 1.223
H 2.560 0.201 0.554
H 1.436 -0.234 1.679
H 1.068 0.155 -1.158
H -1.997 -0.955 -2.132
H 0.248 -1.209 -0.438
H -1.583 1.623 1.363
*
```

Values from the calculation:
- E_tot (eV) = -8232.054
- HOMO energy (eV) = -8.78

Mulliken population analysis, charges in e, atoms 1 to 4: atom 1 (N): -0.61, atom 2 (C): -0.39, atom 3 (C): -0.32, atom 4 (O): -0.28

ORCA calculation (the ωB97M-V functional and the def2-TZVPD basis) on a molecular structure, C35H32BrKN7O6S.

Structure (ORCA input):
```
! wB97M-V def2-TZVPD RIJCOSX def2/J DEFGRID3
* xyz -1 1
K -0.294 0.155 -0.598
C -3.445 -2.638 3.057
C -2.533 -1.597 2.463
N -1.755 -1.815 1.476
N -1.697 -3.126 1.091
C -1.148 -3.582 -0.076
N -1.050 -4.968 -0.029
S -0.733 -2.718 -1.391
C -2.557 -0.232 3.064
C -2.684 -0.119 4.451
C -2.713 1.139 5.024
C -2.633 2.243 4.192
C -2.490 2.027 2.830
N -2.437 0.823 2.265
H -4.042 -3.091 2.260
H -2.899 -3.436 3.575
H -4.134 -2.193 3.768
H -2.177 -3.814 1.645
H -0.722 -5.346 0.849
H -0.563 -5.334 -0.830
H -2.740 -1.006 5.068
H -2.798 1.253 6.098
H -2.670 3.252 4.580
H -2.413 2.869 2.155
O 0.423 3.464 -2.452
C 0.082 2.268 -2.520
O 0.804 1.248 -2.359
C -1.401 2.015 -2.858
C -2.013 2.780 -3.842
C -3.355 2.547 -4.113
C -4.042 1.602 -3.372
C -3.366 0.887 -2.384
N -2.065 1.087 -2.157
C -4.135 -0.137 -1.502
O -5.377 -0.109 -1.659
O -3.442 -0.853 -0.754
H -1.438 3.537 -4.360
H -3.862 3.112 -4.888
H -5.093 1.393 -3.507
C -1.941 5.847 -1.144
C -1.099 5.009 -0.231
C 0.035 5.495 0.405
C 0.844 4.642 1.137
C 0.468 3.311 1.181
Br 1.548 2.062 2.150
N -0.594 2.816 0.600
C -1.373 3.658 -0.080
H -1.920 6.901 -0.862
H -2.978 5.510 -1.149
H -1.560 5.750 -2.163
H 0.302 6.541 0.311
H 1.739 4.984 1.636
H -2.240 3.213 -0.559
C 4.042 1.623 -2.591
O 4.424 0.382 -1.983
C 3.755 -0.724 -2.398
C 2.887 -0.774 -3.476
C 2.257 -1.971 -3.791
C 2.495 -3.118 -3.054
C 3.370 -3.070 -1.980
C 3.981 -1.877 -1.650
N 4.909 -1.801 -0.578
C 4.911 -2.458 0.576
C 3.869 -2.989 1.310
C 4.214 -3.844 2.416
C 3.299 -4.252 3.320
C 1.949 -3.767 3.211
C 1.564 -2.937 2.220
C 2.486 -2.513 1.161
O 2.125 -1.748 0.268
H 4.371 1.649 -3.636
H 4.567 2.391 -2.031
H 2.957 1.767 -2.537
H 2.642 0.128 -4.014
H 1.543 -1.990 -4.605
H 1.977 -4.037 -3.289
H 3.552 -3.946 -1.369
H 5.709 -1.217 -0.765
H 5.906 -2.563 1.004
H 5.245 -4.176 2.500
H 3.576 -4.907 4.135
H 1.231 -4.054 3.973
H 0.560 -2.536 2.158
*
```

Values from the calculation:
- E_tot (eV) = -156735.531
- HOMO energy (eV) = -4.70

Mulliken population analysis, charges in e, atoms 1 to 4: atom 1 (K): 0.67, atom 2 (C): -2.17, atom 3 (C): 1.03, atom 4 (N): 0.31

ORCA calculation (the ωB97M-V functional and the def2-TZVPD basis) on a molecular structure, C7H8MgN2O4Se4.

Structure (ORCA input):
```
! wB97M-V def2-TZVPD RIJCOSX def2/J DEFGRID3
* xyz -2 1
Mg 9.579 6.431 6.819
Se 11.604 4.832 6.844
Se 10.513 3.149 8.057
Se 10.127 4.158 10.119
Se 8.862 6.009 9.503
C 9.714 9.365 7.913
C 9.945 9.292 6.424
O 10.015 10.418 5.902
O 9.986 8.128 5.875
H 8.691 9.649 8.099
H 10.384 10.145 8.311
H 9.959 8.445 8.436
C 5.061 7.170 8.579
N 5.638 6.331 7.569
C 5.148 5.071 7.286
C 5.784 4.220 6.462
C 7.055 4.681 5.839
O 7.569 3.972 5.020
N 7.561 5.880 6.233
C 6.854 6.750 7.010
O 7.279 7.864 7.332
H 4.032 6.832 8.788
H 5.005 8.227 8.291
H 5.721 7.244 9.485
H 4.184 4.910 7.802
H 5.395 3.262 6.225
*
```

Values from the calculation:
- E_tot (eV) = -285396.470
- HOMO energy (eV) = -0.97

Mulliken population analysis, charges in e, atoms 1 to 4: atom 1 (Mg): 0.82, atom 2 (Se): -0.63, atom 3 (Se): -0.21, atom 4 (Se): -0.25

ORCA calculation (the ωB97M-V functional and the def2-TZVPD basis) on a molecular structure, C26H34Cl2LiN8O5P2.

Structure (ORCA input):
```
! wB97M-V def2-TZVPD RIJCOSX def2/J DEFGRID3
* xyz -1 1
Li -1.449 -0.259 -1.268
Cl -6.544 2.048 2.500
C -5.566 0.995 1.507
C -4.600 1.566 0.685
C -3.775 0.766 -0.101
N -2.719 1.221 -0.867
C -2.510 2.476 -1.182
O -3.124 3.524 -0.900
C -1.247 2.620 -2.040
C -0.895 3.881 -2.512
C 0.256 4.020 -3.265
C 1.026 2.895 -3.523
C 0.603 1.679 -3.008
N -0.504 1.535 -2.284
C -3.961 -0.651 -0.094
C -4.945 -1.194 0.728
C -5.732 -0.375 1.531
Cl -6.928 -1.122 2.563
N -3.076 -1.371 -0.879
C -3.238 -2.629 -1.211
O -4.116 -3.466 -0.938
C -2.049 -3.091 -2.064
C -2.027 -4.396 -2.547
C -0.944 -4.817 -3.296
C 0.098 -3.930 -3.526
C -0.002 -2.653 -2.996
N -1.047 -2.234 -2.289
H -4.484 2.639 0.642
H -1.547 4.707 -2.265
H 0.553 4.991 -3.646
H 1.934 2.951 -4.110
H 1.182 0.776 -3.159
H -5.100 -2.263 0.729
H -2.868 -5.032 -2.313
H -0.906 -5.826 -3.690
H 0.973 -4.217 -4.094
H 0.799 -1.933 -3.120
C 0.583 2.723 1.152
N 0.095 1.673 2.047
C -1.248 1.990 2.558
P 0.219 0.105 1.533
O -0.672 -0.342 0.463
O 1.796 0.055 1.187
P 2.734 -0.285 -0.055
O 2.162 -0.645 -1.354
N 3.618 -1.535 0.587
C 4.036 -1.618 1.972
C 4.399 -2.353 -0.322
N 3.582 1.143 -0.164
C 4.233 1.461 -1.424
C 4.249 1.691 1.003
N 0.069 -0.843 2.860
C -1.042 -1.783 2.971
C 0.761 -0.544 4.095
H 0.716 3.639 1.731
H -0.127 2.921 0.346
H 1.544 2.445 0.715
H -1.195 2.928 3.113
H -1.591 1.208 3.236
H -1.973 2.089 1.748
H 3.376 -1.034 2.607
H 5.067 -1.268 2.114
H 3.986 -2.659 2.303
H 3.990 -2.278 -1.326
H 4.345 -3.399 -0.009
H 5.455 -2.056 -0.337
H 3.683 1.004 -2.241
H 5.274 1.115 -1.446
H 4.230 2.544 -1.569
H 3.669 1.491 1.902
H 4.334 2.775 0.895
H 5.260 1.283 1.134
H -1.521 -1.901 2.003
H -1.786 -1.419 3.687
H -0.671 -2.752 3.314
H 1.600 0.125 3.910
H 1.140 -1.466 4.545
H 0.097 -0.058 4.820
*
```

Values from the calculation:
- E_tot (eV) = -93510.146
- HOMO energy (eV) = -3.57

Mulliken population analysis, charges in e, atoms 1 to 4: atom 1 (Li): 0.99, atom 2 (Cl): -0.26, atom 3 (C): 0.06, atom 4 (C): -0.34

ORCA calculation (the ωB97M-V functional and the def2-TZVPD basis) on a molecular structure, C5H7N.

Structure (ORCA input):
```
! wB97M-V def2-TZVPD RIJCOSX def2/J DEFGRID3
* xyz 0 1
C -0.171 0.551 -1.230
C -0.967 -0.412 -0.432
C 0.721 -0.440 -0.600
C 0.755 -0.332 0.927
N 0.695 0.962 1.504
C -0.683 -0.340 1.030
H -0.258 0.375 -2.300
H -0.198 1.601 -0.964
H -1.889 -0.852 -0.842
H 1.467 -1.004 -1.160
H 1.345 -1.060 1.467
H 0.531 1.678 0.799
H -1.349 -0.726 1.799
*
```

Values from the calculation:
- E_tot (eV) = -6783.323
- HOMO energy (eV) = -7.99

Mulliken population analysis, charges in e, atoms 1 to 4: atom 1 (C): -0.67, atom 2 (C): -0.09, atom 3 (C): -0.40, atom 4 (C): 0.20

ORCA calculation (the ωB97M-V functional and the def2-TZVPD basis) on C14H17F3N2OS in the gas phase.

Structure (ORCA input):
```
! wB97M-V def2-TZVPD RIJCOSX def2/J DEFGRID3
* xyz 0 1
C 1.213 5.307 0.459
C 0.730 4.030 1.132
C 1.662 2.845 0.795
N 0.897 1.614 0.776
C 1.155 0.666 -0.153
S 2.577 0.709 -0.998
N 0.199 -0.303 -0.310
C 0.229 -1.499 -1.016
C 1.001 -1.691 -2.161
C 0.974 -2.894 -2.837
C 0.167 -3.935 -2.406
C -0.620 -3.761 -1.284
C -0.592 -2.560 -0.589
C -1.447 -2.412 0.632
F -2.104 -3.521 0.970
F -0.746 -2.041 1.729
F -2.395 -1.446 0.496
C -0.173 1.632 1.746
C -1.217 2.693 1.332
C -2.267 2.133 0.378
O -0.576 3.764 0.663
H 1.168 5.189 -0.620
H 2.236 5.520 0.757
H 0.575 6.139 0.743
H 0.699 4.185 2.224
H 2.478 2.778 1.525
H 2.101 2.984 -0.195
H -0.619 -0.173 0.265
H 1.625 -0.888 -2.514
H 1.585 -3.014 -3.719
H 0.146 -4.872 -2.939
H -1.258 -4.559 -0.937
H 0.275 1.906 2.709
H -0.643 0.660 1.886
H -1.710 3.074 2.244
H -2.965 2.922 0.111
H -2.815 1.318 0.842
H -1.790 1.784 -0.534
*
```

Values from the calculation:
- E_tot (eV) = -38810.059
- HOMO energy (eV) = -8.12
- SMILES = C[C@@H]1CN(C(=S)Nc2ccccc2C(F)(F)F)C[C@H](C)O1

Mulliken population analysis, charges in e, atoms 1 to 4: atom 1 (C): -1.65, atom 2 (C): 0.63, atom 3 (C): -1.23, atom 4 (N): 0.18

ORCA calculation (the ωB97M-V functional and the def2-TZVPD basis) on C5H10O2 in the gas phase.

Structure (ORCA input):
```
! wB97M-V def2-TZVPD RIJCOSX def2/J DEFGRID3
* xyz 0 1
O 2.628 -0.355 -0.579
C 1.696 -0.782 0.402
C 0.349 -0.172 0.125
C -0.817 -1.090 -0.016
C -1.672 -0.315 0.848
C -0.573 1.673 -0.796
O 0.437 1.176 0.053
H 2.557 0.605 -0.607
H 2.029 -0.534 1.408
H 1.615 -1.860 0.274
H -0.693 0.879 -1.530
H -0.484 -1.959 0.560
H -1.244 -1.414 -0.967
H -1.547 -0.343 1.906
H -2.621 -0.001 0.438
H -1.488 1.947 -0.238
H -0.174 2.546 -1.283
*
```

Values from the calculation:
- E_tot (eV) = -9437.225
- HOMO energy (alpha / beta) (eV) = -7.67 / -6.89

Mulliken population analysis, charges in e, atoms 1 to 4: atom 1 (O): -0.52, atom 2 (C): -0.50, atom 3 (C): 0.35, atom 4 (C): -0.14